This record from the OMol25 dataset describes a molecular structure, C61H144Cl4CuN5O29P6 in a non-equilibrium geometry. The level of theory is the ωB97M-V functional and the def2-TZVPD basis.

Computed properties:
Orbital gap: 6.1 eV
Molar mass: 1803.0 Da
Net charge: 0
HOMO: -6.7 eV

Last column: Mulliken charge in e.
Positions of all 250 atoms, in Å:
Cu: -4.32688 6.56268 11.89666  0.41
C: -4.41000 3.55508 15.68635  -0.94
C: -3.56542 4.49064 14.86174  2.41
C: -2.10939 4.32981 15.34546  -1.26
C: -1.35340 3.11264 14.80410  0.66
C: -1.47508 3.13454 13.32165  1.31
C: -2.82264 3.25724 12.64725  2.42
N: -3.68446 4.21914 13.38291  1.09
O: -4.99261 4.51335 12.82561  -0.39
C: -3.48910 1.86174 12.56474  -0.63
C: -2.56463 3.80758 11.17490  -0.35
C: -3.89010 5.99323 15.25565  -1.51
H: -4.46431 2.49961 15.41961  0.08
H: -5.42059 3.90728 15.47958  0.02
H: -4.20686 3.71730 16.74490  -0.11
H: -2.09085 4.17811 16.42469  0.11
H: -1.64607 5.28242 15.08858  0.25
H: -1.91797 2.28846 15.24009  -0.18
H: -0.31635 2.93047 15.08595  -0.65
H: -0.92772 2.22640 13.06912  -0.73
H: -0.79676 3.94277 13.04825  -1.05
H: -3.55344 1.39772 13.54894  0.25
H: -2.82292 1.18740 12.02662  0.04
H: -4.43111 1.78346 12.02199  -0.87
H: -3.46137 3.68145 10.56825  0.11
H: -1.70441 3.43099 10.62144  -0.70
H: -2.33748 4.86598 11.30250  -0.39
H: -3.42600 6.78608 14.66905  0.21
H: -3.71684 6.19886 16.31197  0.03
H: -4.94880 6.21048 15.11400  0.18
C: -4.60545 2.76084 7.72541  0.49
O: -4.63886 3.58767 6.82864  -0.70
N: -4.32649 1.46464 7.65823  0.20
C: -4.34975 0.66699 8.88822  -0.29
C: -4.24119 0.74229 6.41891  -0.96
H: -4.76767 2.95313 8.79728  0.04
H: -3.50396 -0.00932 9.01218  0.27
H: -5.23449 0.03256 8.83477  0.44
H: -4.59679 1.30590 9.73607  -0.41
H: -4.18780 1.37459 5.53267  0.31
H: -3.34769 0.12332 6.50043  0.30
H: -5.08398 0.07400 6.24234  0.34
C: -1.52780 8.46592 12.01490  -0.38
O: -2.48269 7.86320 12.39264  -0.41
N: -0.27587 8.09639 12.16230  0.46
C: 0.86997 8.78171 11.58542  -1.18
C: 0.04676 6.83179 12.76677  0.16
H: -1.57957 9.41449 11.45837  0.51
H: 1.54406 8.14622 11.01108  0.18
H: 1.41078 9.05542 12.49134  0.51
H: 0.66125 9.76386 11.16127  0.47
H: 1.00444 6.91534 13.28054  0.47
H: -0.71850 6.35944 13.38268  -0.40
H: 0.27264 5.96875 12.14048  -0.21
C: -3.04952 1.74805 20.17837  0.72
O: -2.43579 1.81580 21.22821  -0.66
N: -3.08328 0.61013 19.43528  0.08
C: -3.80908 0.57601 18.13313  -0.47
C: -2.43129 -0.63675 19.81114  -0.98
H: -3.61015 2.58268 19.72972  -0.08
H: -2.98153 0.52565 17.42551  0.29
H: -4.56562 1.29907 17.82828  -0.27
H: -4.44689 -0.30502 18.06195  0.41
H: -1.78777 -1.00770 19.01341  0.28
H: -1.84480 -0.56058 20.72675  0.33
H: -3.10350 -1.47991 19.97026  0.35
C: -7.48369 1.07635 12.03612  1.04
O: -7.66771 0.22656 11.13639  -0.73
N: -8.45386 1.70147 12.71339  0.44
C: -9.89607 1.47648 12.58835  -0.93
C: -8.08520 2.61386 13.74097  -0.74
H: -6.51567 1.55837 12.24305  -0.41
H: -10.31589 1.11953 13.52879  0.40
H: -10.21346 0.71215 11.87902  0.28
H: -10.41757 2.42640 12.47087  0.17
H: -7.06071 2.95509 13.88960  -0.25
H: -8.58629 3.58182 13.74923  0.07
H: -8.40321 2.17648 14.68737  0.65
Cl: -0.60531 -0.98563 13.91204  -0.13
C: -0.29995 -0.84374 12.15281  0.05
C: -1.28889 -1.82125 11.44642  -0.35
Cl: -0.76983 -3.48791 11.79504  -0.19
H: 0.72759 -1.20127 12.08636  0.66
H: -0.50715 0.17697 11.83138  -0.65
H: -1.11635 -1.70096 10.37690  0.21
H: -2.35841 -1.67219 11.59475  0.39
Cl: -0.73754 9.29803 8.69990  -0.21
C: -1.61446 7.71128 8.65056  -0.11
C: -0.62639 6.53561 8.73730  0.67
Cl: 0.49250 6.35785 7.39456  -0.21
H: -2.21273 7.62840 7.74321  0.49
H: -2.27052 7.71391 9.52101  -0.10
H: -1.25183 5.64417 8.78482  0.04
H: -0.00380 6.58620 9.63057  -0.53
C: -8.54734 5.10801 23.28428  -1.66
C: -7.81223 5.42622 22.05312  0.77
O: -7.18995 6.72348 22.20616  -0.41
P: -6.07565 7.25547 21.12897  0.66
O: -5.55597 8.62665 21.34381  -0.82
O: -4.89285 6.11141 21.15001  -0.23
C: -3.68906 6.31492 20.48759  -0.91
C: -3.61718 5.44655 19.26639  0.14
O: -6.91033 7.01529 19.74105  0.14
C: -7.46598 8.11917 19.08874  -0.56
C: -8.97251 7.87191 19.10518  -0.55
H: -9.24829 5.90112 23.54453  0.33
H: -9.09864 4.18077 23.12805  0.39
H: -7.82935 4.91994 24.08253  0.44
H: -7.04393 4.69525 21.80113  0.24
H: -8.55114 5.29412 21.26276  -0.20
H: -3.35804 7.31266 20.19941  0.39
H: -2.90033 5.94872 21.14479  0.44
H: -4.13306 5.84618 18.39331  -0.02
H: -2.61488 5.30909 18.86068  0.44
H: -4.14146 4.51696 19.48800  -0.26
H: -7.29382 9.05302 19.62387  0.43
H: -7.02967 8.32245 18.11077  0.29
H: -9.27323 7.50877 20.08792  0.07
H: -9.43542 8.81669 18.82021  0.51
H: -9.16532 7.14851 18.31295  -0.10
C: -0.49140 0.55970 7.44770  -1.32
C: 0.28369 0.77511 8.72747  0.90
O: 0.14172 2.17182 9.07038  -0.03
P: 1.28450 2.80918 9.98270  0.05
O: 0.85899 4.10968 10.60371  0.51
O: 2.58452 2.76657 8.96825  -0.30
C: 2.57737 3.21137 7.60317  -0.05
C: 3.45424 4.54929 7.35914  -1.28
O: 1.81519 1.63126 10.99476  -0.61
C: 2.79098 1.93910 11.95731  -0.68
C: 2.07304 2.11097 13.28369  2.26
H: -0.35392 1.37529 6.73774  0.36
H: -0.16537 -0.33728 6.92120  0.47
H: -1.57066 0.49550 7.58622  -0.03
H: -0.18309 0.09507 9.44006  -0.88
H: 1.33175 0.52507 8.56269  0.48
H: 3.00131 2.42775 6.97523  0.40
H: 1.57016 3.41583 7.24010  0.19
H: 2.88737 5.39172 7.75545  0.22
H: 4.40489 4.53432 7.89222  0.32
H: 3.75664 4.69703 6.32240  0.38
H: 3.60061 1.21386 11.87597  0.55
H: 3.33572 2.86045 11.75119  -0.08
H: 2.71462 2.35067 14.13164  -0.24
H: 1.35278 2.92529 13.20490  -1.10
H: 1.65976 1.13732 13.54698  -0.59
C: -12.41339 5.50831 10.97089  -0.53
C: -12.03105 6.92349 10.52801  -0.35
O: -11.38880 7.55922 11.59645  -0.43
P: -9.78215 7.39229 11.67916  0.66
O: -9.05224 8.05435 10.58740  -0.79
O: -9.46977 7.88443 13.14697  -0.36
C: -8.27086 7.70097 13.73721  0.80
C: -7.27665 8.78066 13.58877  -1.25
O: -9.53424 5.76752 11.84902  0.62
C: -8.44799 5.23368 11.03898  0.12
C: -8.96130 4.14231 10.09889  -1.29
H: -11.57716 4.95163 11.39388  -0.20
H: -13.07581 5.47095 11.83570  0.30
H: -12.82703 4.85768 10.20039  0.37
H: -11.36186 6.74861 9.68557  0.24
H: -12.86624 7.57639 10.27448  0.40
H: -8.40513 7.61719 14.81565  0.14
H: -7.79809 6.77163 13.41956  -0.33
H: -6.28620 8.39377 13.82840  0.14
H: -7.34459 9.04929 12.53458  0.39
H: -7.39368 9.65595 14.22773  0.32
H: -7.77454 5.95991 10.58383  0.51
H: -7.81149 4.65188 11.70567  -0.27
H: -8.13066 3.64492 9.59816  0.29
H: -9.49441 3.36724 10.64949  0.16
H: -9.59779 4.45156 9.26982  0.34
C: 3.30828 6.01808 11.72762  0.19
C: 4.65895 5.55223 12.22246  -0.68
O: 5.09884 6.26365 13.40252  -0.39
P: 4.81093 5.59951 14.83895  0.77
O: 5.30500 6.41842 16.00804  -0.83
O: 3.14915 5.48015 14.71005  0.27
C: 2.34437 4.92522 15.77214  0.76
C: 1.66919 6.07922 16.54610  -1.51
O: 5.39218 4.07559 14.74019  -0.22
C: 5.53455 3.19198 15.84836  0.48
C: 6.96742 2.77237 15.87362  -1.38
H: 3.25522 5.56249 10.73884  -0.02
H: 2.54998 5.60506 12.39281  -0.40
H: 3.22514 7.10241 11.65382  0.41
H: 4.79854 4.47191 12.26137  0.32
H: 5.33398 5.95308 11.46631  0.40
H: 1.53089 4.45512 15.21954  -0.58
H: 2.80149 4.13743 16.37092  0.26
H: 1.37972 6.83349 15.81439  0.28
H: 0.82410 5.86530 17.20044  0.35
H: 2.45533 6.63362 17.05867  0.44
H: 5.20110 3.65114 16.77899  0.37
H: 4.76498 2.43189 15.71371  -0.31
H: 7.23072 2.38723 16.85874  0.27
H: 7.17951 1.95701 15.18203  0.30
H: 7.69933 3.55761 15.68440  0.40
C: 4.62904 -2.30425 15.19491  -1.42
C: 3.57829 -1.21282 15.48917  0.19
O: 4.20921 -0.21864 16.38733  -0.13
P: 3.52462 0.29730 17.77112  0.73
O: 3.05620 -0.71650 18.68815  -0.81
O: 4.64603 1.33013 18.42815  -0.22
C: 5.74080 0.75345 19.06463  -0.36
C: 6.27363 1.80941 20.03119  -1.33
O: 2.27246 1.32103 17.28924  0.20
C: 0.98924 0.81170 16.92441  0.43
C: 0.00361 1.73528 17.61574  -0.26
H: 4.19679 -3.10773 14.59851  0.40
H: 5.39003 -1.82619 14.57810  0.33
H: 5.01684 -2.69200 16.13691  0.32
H: 3.07441 -0.70256 14.66830  0.08
H: 2.76549 -1.80136 15.91470  0.30
H: 5.39826 -0.04335 19.72482  0.46
H: 6.48987 0.39483 18.35866  0.29
H: 6.47835 2.73272 19.48927  0.29
H: 5.57817 2.14967 20.79844  0.32
H: 7.12659 1.32640 20.50791  0.40
H: 0.91804 0.91197 15.84137  -0.46
H: 0.95697 -0.26794 17.07083  0.53
H: -1.06117 1.52268 17.52007  -0.51
H: 0.13554 1.56144 18.68366  0.55
H: 0.19931 2.76429 17.31415  -0.13
C: -6.99184 3.97472 18.30493  -0.01
C: -8.39130 3.73022 17.80721  -0.60
O: -9.45351 4.48626 18.47679  0.52
P: -11.05525 4.14677 18.49024  0.20
O: -11.38391 2.80126 19.01517  -0.79
O: -11.51135 4.40183 16.97746  -0.35
C: -11.14420 5.54669 16.22500  0.49
C: -12.01452 5.54704 14.95270  -1.31
O: -11.72251 5.43847 19.28967  -0.06
C: -12.41945 5.32006 20.50069  -0.23
C: -12.85438 6.76258 20.90209  -1.14
H: -7.03767 4.03195 19.39247  -0.07
H: -6.37323 3.15890 17.93095  0.07
H: -6.60331 4.90169 17.88318  0.13
H: -8.50717 3.83595 16.72856  0.06
H: -8.63774 2.70071 18.06697  0.41
H: -11.24542 6.44480 16.83430  0.31
H: -10.08116 5.49636 15.98939  -0.15
H: -11.66754 6.23409 14.18091  0.23
H: -12.12709 4.56759 14.48782  0.33
H: -13.01400 5.84351 15.27088  0.44
H: -13.20429 4.56686 20.43131  0.38
H: -11.79010 4.94189 21.30629  0.21
H: -13.21389 7.20863 19.97478  0.28
H: -13.66557 6.77373 21.63006  0.38
H: -12.03524 7.35197 21.31405  0.25